No. 1
Density functional theory data (ωB97M-V/def2-TZVPD) for C24H56N8O24S4 as an isolated structure.

As for the spin multiplicity: 1. The LUMO energy comes out at -0.0169 hartree.

Each line ends with the Mulliken charge.
Atoms and positions in Å:
S -2.34120 4.84252 3.69108  1.063
S 4.30064 3.63126 -2.83051  1.094
S 1.60828 -3.94594 4.54479  1.169
S 3.96281 -1.90575 -0.23114  0.834
O 3.79711 -1.27161 -1.66851  0.054
O -1.73197 0.68756 -2.87781  -0.758
O -3.15987 -0.40766 2.12929  -0.508
O 2.71646 -2.35151 0.24880  -0.426
O 1.54797 -3.46416 5.87429  -0.579
O -1.35836 5.68988 4.25693  -0.574
O 3.85408 4.41284 -1.76038  -0.522
O 2.30169 3.20387 1.67793  -0.621
O -2.56175 3.58185 4.64950  -0.444
O -3.51184 -2.59885 -4.49047  -0.683
O 1.55574 -2.74689 3.50496  -0.162
O 4.72880 -1.05746 0.60887  -0.664
O -1.73472 4.03997 2.46040  -0.207
O -0.95475 3.67223 -2.04154  -0.686
O 0.87170 0.17421 -0.75702  0.757
O 4.89397 -3.12232 -0.66573  -0.362
O 3.35603 3.84667 -4.07905  -0.401
O 5.63933 3.70020 -3.23402  -0.612
O 0.65576 -4.91113 4.12059  -0.659
O -2.19950 -2.94776 0.15398  -0.319
O 3.10805 -4.39762 4.22489  -0.376
O 3.93333 2.11530 -2.58024  -0.328
O -3.60435 5.34286 3.30534  -0.558
O -5.75001 2.57402 -1.87019  -0.711
N -1.33186 0.06972 -0.20255  2.895
N -3.56833 2.46588 -1.30855  0.119
N -4.64242 -2.01029 1.51341  -0.083
N -1.47712 -3.57047 2.18674  -0.175
N 0.26466 -0.11376 -3.45865  0.276
N 4.52829 3.07265 1.96201  -0.357
N 0.30831 2.74909 -0.42367  1.779
N -2.57727 -2.10598 -2.50293  0.212
C -1.34081 0.45313 -5.21563  -1.281
C -4.83299 1.99163 -1.31619  0.391
C 3.65298 -3.51166 3.23041  -0.318
C -0.02077 -0.05306 0.07843  0.262
C 3.34149 2.56586 1.56185  0.254
C -2.02171 2.34383 4.09912  0.194
C -1.51126 -3.69847 0.84736  0.470
C -0.53438 -4.65813 0.23684  -1.269
C -1.27565 2.71687 2.82403  0.652
C -0.95398 0.36624 -3.77811  0.428
C 5.40665 -2.96468 -1.99177  -0.443
C 2.60299 1.82205 -3.06581  1.025
C -3.31162 -2.89243 -3.32510  0.832
C 0.18877 5.16229 -0.51865  -1.276
C -5.02504 0.57429 -0.79994  -0.203
C 0.30755 -0.46801 1.49240  -0.562
C 3.37540 1.19407 0.95585  0.141
C -3.88828 -4.14113 -2.70558  -0.876
C -4.54202 -1.31035 3.83431  -1.673
C 2.89908 -2.22015 3.40756  1.041
C 4.97850 -1.56061 -2.44898  -0.551
C -0.18377 3.82593 -1.09969  0.717
C -4.07160 -1.18201 2.41345  0.453
C 2.26061 2.91654 -4.08928  -0.280
H -0.09766 5.23308 0.52747  0.156
H -1.96277 -0.35415 0.47562  -0.683
H -1.00629 -5.14803 -0.60752  0.354
H 1.19476 0.10286 1.78187  -0.325
H -4.21018 0.22101 -0.16192  -0.286
H -0.29279 5.96663 -1.07012  0.446
H -5.04888 -0.03587 -1.70320  0.188
H -2.17488 -0.21925 -5.42791  0.274
H -5.54262 -0.88197 3.96236  0.435
H -1.37756 1.88905 4.84174  0.349
H -3.40959 3.30989 -1.83373  0.160
H 3.09345 -1.71994 4.36398  0.282
H 1.31082 3.43298 -3.99175  0.332
H 1.03246 2.82118 0.28239  -0.495
H -5.94829 0.52935 -0.22867  0.429
H -1.92869 -2.75017 2.56152  0.254
H -3.84984 -0.91697 4.56839  0.311
H -2.34416 -2.36053 -1.54748  0.160
H 2.70618 0.83601 -3.50533  0.102
H -5.57959 -2.34391 1.65571  0.207
H 4.97334 -3.72368 -2.63843  0.323
H -4.26504 -2.05339 0.57844  0.125
H -0.52206 -0.12656 2.11144  0.070
H 0.56336 -1.51708 1.58974  -0.250
H 4.38299 0.88064 0.68310  0.772
H 3.02673 0.47464 1.70535  -0.304
H 1.26738 5.31033 -0.62361  0.186
H 3.32280 -3.85833 2.24678  0.286
H 4.54451 4.00071 2.34600  0.283
H 5.73559 -0.79319 -2.30552  0.356
H -1.46857 2.10706 1.94496  -0.587
H -2.95248 1.83261 3.86303  0.100
H 2.29025 2.44202 -5.07302  0.270
H -0.50348 0.19484 -5.86314  0.401
H -1.72983 1.45285 -5.40583  0.309
H 0.86206 -0.53476 -4.14644  0.232
H -4.73633 -2.35243 4.11987  0.415
H 1.90941 1.75269 -2.23069  -0.704
H -2.78663 2.00962 -0.88173  -0.234
H 0.36217 -4.08616 -0.00130  0.068
H -2.18403 -1.24827 -2.86066  -0.221
H 0.53454 -0.12359 -2.47314  -0.356
H -3.58775 -4.23116 -1.66413  0.046
H 2.70273 1.09222 0.10763  -0.531
H -0.19400 2.81946 2.94896  -0.055
H 6.49178 -3.02520 -2.00312  0.311
H 2.97579 -1.47423 2.62854  -0.915
H 4.72929 -3.48363 3.34697  0.379
H -4.97568 -4.08617 -2.76067  0.284
H 5.35727 2.51262 1.91248  0.184
H -0.24366 -5.39484 0.98982  0.484
H 4.64383 -1.58332 -3.48220  0.323
H -0.82422 -4.07749 2.76267  -0.018
H -3.58540 -4.98390 -3.32412  0.308
H -1.56938 0.21548 -1.18815  -0.486
H -0.03898 1.83286 -0.66097  -1.107

---

No. 2
Density functional theory data (ωB97M-V/def2-TZVPD) for a 2-piece molecular cluster, C2H8N2 overall.

As for the charge: -1. As for the spin multiplicity: 2. The LUMO energy (alpha / beta) comes out at 0.1473 / 0.1446 hartree. The calculation puts the relative energy (zero: lowest compared OMol25 entry of this formula, charge and spin) at 0.1951 eV.

Each line ends with the Löwdin spin population.
Atoms and positions in Å:
N -2.44121 1.37976 0.79880  0.420
N 0.38435 -0.42214 0.32438  0.048
C 1.11078 -0.57731 -0.83755  0.088
C 2.30593 -1.16793 -0.88176  0.010
H 2.83462 -1.34662 -1.80910  0.002
H 0.92024 -0.41198 1.18282  0.029
H -2.90927 1.41105 -0.10147  0.121
H -0.35715 0.28140 0.32894  0.037
H -2.76283 2.06456 1.47958  0.117
H -2.51141 0.44246 1.19162  0.093
H 2.81781 -1.53099 0.00361  0.002
H 0.60813 -0.12226 -1.67987  0.032

---

No. 3
Density functional theory data (ωB97M-V/def2-TZVPD) for a 2-piece molecular cluster, C2H6N2O overall.

As for the spin multiplicity: 1. The LUMO energy comes out at 0.0365 hartree. The calculation puts the relative energy (zero: lowest compared OMol25 entry of this formula, charge and spin) at 3.4803 eV.

Each line ends with the natural charge from an NBO analysis.
Atoms and positions in Å:
O -0.75817 -1.05751 -0.31678  -0.497
N -2.54574 0.37724 -0.62821  -0.980
N 2.62565 0.84676 0.92403  -0.683
C -1.14620 0.01745 -0.65424  0.563
C 2.04818 -0.25840 0.70688  0.017
H -2.93918 0.35424 -1.55120  0.391
H -3.07980 0.76747 0.15454  0.412
H 3.19905 0.94865 1.77764  0.367
H 2.05669 -0.68206 -0.30532  0.152
H -0.62828 0.82330 -1.17643  0.115
H 1.38028 -0.76614 1.39454  0.144